An isolated molecule of C19H24ClNO3, computed with wB97M-V/def2-TZVPD.

Structure (XYZ):
```
48
Properties=species:S:1:pos:R:3:forces:R:3
C 2.188 3.858 0.177 -0.2 -0.4 0.2
C 2.071 2.768 1.225 0.4 0.3 0.2
O 1.044 1.856 0.821 -0.2 0.3 -0.4
C 0.947 0.725 1.522 -0.2 -0.4 0.3
O 1.642 0.469 2.469 0.1 0.1 0.0
C -0.158 -0.179 0.981 0.0 0.1 0.1
C 0.185 -0.545 -0.482 0.0 0.1 0.1
C 1.557 -1.145 -0.601 0.0 -0.1 -0.2
C 1.765 -2.513 -0.470 0.0 0.0 0.0
C 3.043 -3.040 -0.528 0.0 0.0 0.0
C 4.137 -2.216 -0.721 0.1 0.1 0.0
C 3.927 -0.856 -0.872 -0.1 -0.2 0.0
Cl 5.275 0.197 -1.131 0.2 0.1 0.0
C 2.653 -0.320 -0.820 0.1 0.0 0.0
C -0.281 -1.407 1.890 0.0 0.0 -0.1
C -1.514 -2.242 1.553 0.0 0.3 0.1
C -2.762 -1.364 1.549 -0.2 -0.5 -0.1
N -2.592 -0.235 0.654 0.0 -0.1 0.3
C -3.259 -0.226 -0.532 -0.1 0.2 -0.1
O -3.980 -1.151 -0.862 -0.1 -0.2 -0.2
C -3.101 0.995 -1.386 -0.2 0.0 0.0
C -3.853 1.022 -2.686 -0.1 0.0 0.0
C -2.371 0.857 -2.698 0.1 0.0 -0.2
C -1.488 0.610 1.021 0.3 0.2 -0.1
H 2.473 3.434 -0.782 0.1 0.0 -0.1
H 1.238 4.373 0.062 -0.1 0.1 0.0
H 2.946 4.574 0.482 0.1 0.1 0.0
H 1.804 3.183 2.203 0.1 -0.1 -0.1
H 3.009 2.212 1.336 -0.1 0.1 0.0
H -0.566 -1.241 -0.855 0.0 0.0 -0.1
H 0.135 0.367 -1.079 -0.1 0.0 0.0
H 0.922 -3.173 -0.330 -0.1 -0.1 0.0
H 3.191 -4.104 -0.422 0.0 -0.1 0.0
H 5.136 -2.620 -0.760 0.1 0.0 0.0
H 2.515 0.741 -0.958 0.0 0.1 0.0
H 0.626 -2.008 1.818 0.0 0.0 0.1
H -0.353 -1.057 2.923 0.1 0.0 0.0
H -1.406 -2.708 0.573 -0.1 -0.1 0.0
H -1.631 -3.038 2.289 0.0 -0.1 0.0
H -3.632 -1.927 1.208 0.1 0.1 0.1
H -2.953 -0.977 2.556 0.0 0.0 0.0
H -3.002 1.931 -0.852 0.1 0.0 -0.1
H -4.279 1.959 -3.009 0.1 0.1 0.0
H -4.456 0.154 -2.906 0.0 -0.1 0.1
H -1.974 -0.115 -2.949 0.0 -0.1 0.0
H -1.754 1.682 -3.024 0.0 0.1 0.0
H -1.412 1.469 0.358 0.0 0.0 0.1
H -1.652 0.971 2.045 0.0 0.1 -0.1
```
Positions in Å, forces in eV/Å.

Calculated values
Relative energy (zero: lowest compared OMol25 entry of this formula, charge and spin), kcal/mol: 10.0
SMILES string: CCOC(=O)[C@@]1(Cc2cccc(Cl)c2)CCCN(C(=O)C2CC2)C1
2S+1: 1
Maximum force, eV/Å: 0.55
HOMO energy, eV: -9.174
Gap between HOMO and LUMO, Eh: 0.361
Net charge: 0
E_LUMO, eV: 0.7

***

An isolated molecule of C19H24FN5O2S, computed with wB97M-V/def2-TZVPD.

Structure (XYZ):
```
52
Properties=species:S:1:pos:R:3:forces:R:3
C 0.820 5.515 -4.596 -0.1 -0.1 -0.2
C 0.782 4.310 -5.536 0.1 0.2 -0.1
C 1.957 4.346 -6.515 -0.2 0.0 0.0
C 0.815 3.047 -4.750 0.6 -0.1 0.4
N -0.112 2.160 -4.766 -0.7 0.9 -1.0
N 0.120 1.106 -3.990 0.2 -1.4 0.9
C 1.246 1.180 -3.363 0.4 1.1 -0.4
N 1.706 0.218 -2.513 -0.1 -0.4 0.1
C 2.868 0.353 -1.815 -0.1 -0.6 0.1
O 3.583 1.327 -1.923 0.3 0.1 0.1
C 3.174 -0.815 -0.898 0.0 0.1 0.1
C 2.295 -0.800 0.359 0.1 -0.1 -0.3
C 0.901 -1.351 0.091 0.2 0.2 0.3
O 0.571 -1.760 -1.015 0.0 -0.3 -0.3
N 0.038 -1.365 1.123 -0.3 0.0 0.0
C 0.305 -1.017 2.500 0.2 -0.2 0.4
C 0.156 -2.269 3.385 0.2 0.5 0.0
N -1.167 -2.837 3.242 0.2 -0.4 0.1
C -2.198 -2.440 4.083 -0.2 0.0 0.3
C -3.481 -2.123 3.624 0.1 0.0 0.0
C -4.507 -1.797 4.492 -0.1 0.0 0.1
C -4.296 -1.762 5.858 0.0 0.0 0.0
C -3.041 -2.080 6.348 0.1 0.0 -0.1
C -2.031 -2.420 5.475 0.0 0.1 0.1
F -0.834 -2.763 6.022 -0.2 0.0 -0.2
C -1.431 -3.159 1.858 -0.1 0.2 -0.2
C -1.287 -1.933 0.946 -0.2 -0.4 -0.2
S 2.160 2.635 -3.691 -0.8 -0.2 -0.4
H 0.766 6.438 -5.169 0.0 0.1 0.0
H 1.744 5.515 -4.021 0.1 0.1 0.1
H -0.020 5.486 -3.905 0.0 0.0 0.1
H -0.158 4.312 -6.096 0.1 -0.1 0.1
H 1.917 5.253 -7.113 0.1 0.1 -0.1
H 2.900 4.328 -5.971 0.1 0.0 0.0
H 1.924 3.488 -7.181 0.1 -0.1 -0.1
H 1.110 -0.594 -2.332 0.2 0.1 0.0
H 3.017 -1.750 -1.438 0.1 0.0 0.0
H 4.221 -0.735 -0.607 -0.1 0.0 -0.1
H 2.770 -1.419 1.124 0.0 0.1 0.1
H 2.219 0.221 0.741 0.0 -0.1 0.1
H -0.432 -0.267 2.816 0.1 0.0 0.0
H 1.300 -0.595 2.617 0.0 0.0 0.0
H 0.887 -3.022 3.071 0.0 0.1 0.0
H 0.359 -2.002 4.418 0.0 -0.1 0.0
H -3.689 -2.124 2.566 0.0 0.0 -0.1
H -5.479 -1.557 4.089 -0.1 0.0 0.0
H -5.093 -1.501 6.534 -0.1 0.0 0.1
H -2.834 -2.087 7.407 0.1 0.0 0.1
H -0.690 -3.907 1.552 -0.1 0.0 0.0
H -2.419 -3.605 1.758 0.0 0.0 0.0
H -2.030 -1.172 1.204 0.0 0.0 0.0
H -1.399 -2.212 -0.102 0.0 0.1 0.1
```
Positions in Å, forces in eV/Å.

Calculated values
Relative energy (zero: lowest compared OMol25 entry of this formula, charge and spin), kcal/mol: 18.3
SMILES string: CC(C)c1nnc(NC(=O)CCC(=O)N2CCN(c3ccccc3F)CC2)s1
2S+1: 1
Maximum force, eV/Å: 1.72
HOMO energy, eV: -8.214
Gap between HOMO and LUMO, Eh: 0.319
Net charge: 0
E_LUMO, eV: 0.5

***

A structure of composition C19H24GeN2PdSbSe4, computed with wB97M-V/def2-TZVPD.

Structure (XYZ):
```
52
Properties=species:S:1:pos:R:3:forces:R:3
Pd 0.448 1.181 -0.219 -0.5 0.1 -0.8
Se 1.646 0.202 3.699 -0.1 0.1 -0.1
Sb 0.432 1.716 2.219 0.2 0.1 1.0
Se -1.548 0.261 0.440 0.2 -0.1 0.2
Se 2.065 2.764 0.342 0.0 -0.1 0.2
Se -0.777 3.447 3.268 0.0 -0.1 -0.1
C 3.349 0.151 -2.090 0.0 0.0 0.0
Ge 1.390 0.144 -2.148 0.5 -0.2 -0.6
C 0.839 1.402 -3.556 0.0 0.0 0.1
C 1.462 1.258 -4.796 0.0 0.0 0.0
C 1.144 2.098 -5.854 0.0 0.0 0.0
C 0.193 3.095 -5.685 0.0 0.0 0.0
C -0.438 3.243 -4.458 0.0 0.0 0.0
C -0.116 2.402 -3.401 0.0 0.0 0.0
C 0.824 -1.649 -2.694 -0.2 0.0 0.1
C 1.794 -2.613 -2.804 0.0 0.0 0.0
C 1.497 -3.918 -3.256 0.0 0.0 0.0
C 0.216 -4.250 -3.581 0.0 0.0 0.0
C -0.825 -3.295 -3.478 0.0 0.0 0.0
C -2.161 -3.630 -3.810 0.0 0.0 0.0
C -3.159 -2.705 -3.708 0.0 0.0 0.0
C -2.863 -1.395 -3.274 0.0 0.0 0.0
C -1.583 -1.045 -2.953 0.0 0.0 0.0
C -0.523 -1.982 -3.038 0.0 0.0 0.0
H 3.746 -0.118 -3.071 0.0 0.0 0.0
H 3.737 -0.547 -1.352 0.0 0.0 0.1
H 3.683 1.155 -1.835 0.0 0.0 0.0
H 2.200 0.477 -4.950 0.0 0.0 0.0
H 1.637 1.972 -6.809 0.0 0.0 0.0
H -0.056 3.753 -6.507 0.0 0.0 0.0
H -1.180 4.019 -4.319 0.0 0.0 0.0
H -0.617 2.539 -2.450 0.0 0.0 0.0
H 2.820 -2.379 -2.545 0.0 0.0 0.0
H 2.291 -4.649 -3.344 0.0 0.0 0.0
H -0.026 -5.248 -3.929 0.0 0.0 0.0
H -2.376 -4.637 -4.147 0.0 0.0 0.0
H -4.177 -2.970 -3.961 0.0 0.0 0.0
H -3.656 -0.662 -3.197 0.0 0.0 0.0
H -1.376 -0.037 -2.620 0.0 0.0 0.0
N 2.791 -2.681 3.132 0.1 -0.2 0.0
C 2.210 -3.693 2.195 -0.1 0.0 0.0
C 2.398 -3.238 0.752 0.0 0.1 0.0
N 1.825 -1.957 0.412 0.0 0.0 0.2
H 2.776 -3.007 4.097 0.0 0.0 0.0
H 2.265 -1.745 3.136 -0.1 0.2 -0.2
H 3.757 -2.465 2.889 0.0 0.0 0.0
H 1.154 -3.779 2.447 0.0 0.0 0.0
H 2.705 -4.645 2.388 0.0 0.0 0.0
H 1.963 -4.001 0.104 0.0 0.0 0.0
H 3.470 -3.217 0.525 0.0 0.0 0.0
H 2.209 -1.179 0.939 0.0 0.0 0.0
H 0.818 -1.926 0.527 0.0 0.0 -0.1
```
Positions in Å, forces in eV/Å.

Calculated values
Relative energy (zero: lowest compared OMol25 entry of this formula, charge and spin), kcal/mol: 53.4
2S+1: 2
Maximum force, eV/Å: 1.04
HOMO energy (alpha / beta), eV: -7.608 / -7.436
Gap between HOMO and LUMO (alpha / beta), Eh: 0.206 / 0.192
Net charge: 0
E_LUMO (alpha / beta), eV: -2.0 / -2.2

***

Q: Which formula does entry 2 have?
A: C19H24FN5O2S